(1)
Here is the molecule C6H4Cl4S2 at a distorted geometry from OMol25. Energies are from ωB97M-V/def2-TZVPD.

Last column: Löwdin charge in e.
Atoms and positions in Å:
H -1.421 1.823 -1.706  -0.16
S 1.326 -0.279 2.344  0.73
C -1.529 0.078 -0.027  -0.77
H -0.319 -2.947 -0.893  0.11
C 1.171 -0.097 0.439  -1.04
Cl 2.549 0.762 -0.309  0.59
Cl 2.377 -2.408 -0.654  0.62
H -0.307 1.379 1.164  0.08
C -1.489 -1.220 -0.263  -0.67
Cl -2.955 -2.118 -0.560  0.68
C -0.344 0.834 0.220  -0.58
Cl -3.096 0.947 0.082  0.65
H 1.493 -1.621 2.355  -0.12
C -0.248 -2.012 -0.331  -0.14
C 0.941 -1.449 -0.139  -0.72
S -0.114 1.769 -1.411  0.72

Summary:
- spin multiplicity = 1
- calculated total energy (Eh) = -2868.1072
- HOMO level (Eh) = -0.3302
- ΔE to the lowest compared entry with this formula, charge and spin (kcal per mole) = 0.0
- lowest unoccupied orbital energy (eV) = -0.52
- structure (SMILES) = S[C@H]1C(Cl)=C(Cl)C=C(Cl)[C@@]1(S)Cl
- gap between HOMO and LUMO (eV) = 8.46



(2)
Here is the molecule C6H4N2 at a distorted geometry from OMol25. Energies are from ωB97M-V/def2-TZVPD.

Last column: Löwdin charge in e.
Atoms and positions in Å:
C -1.358 1.252 0.149  -0.05
H -1.877 -2.223 0.222  0.14
N -0.180 -1.238 -0.150  0.09
N 3.117 -0.066 0.286  0.15
C -2.146 0.105 0.217  -0.03
H 0.747 1.893 -0.398  0.10
H -3.141 0.033 0.596  0.09
C 0.022 1.140 -0.234  -0.04
C -1.464 -1.168 -0.060  -0.13
H -1.569 2.356 -0.107  0.14
C 1.943 -0.031 0.052  -0.16
C 0.549 -0.120 -0.335  -0.30

Summary:
- spin multiplicity = 1
- calculated total energy (Eh) = -340.4655
- HOMO level (Eh) = -0.3674
- ΔE to the lowest compared entry with this formula, charge and spin (kcal per mole) = 34.0
- lowest unoccupied orbital energy (eV) = -0.37
- structure (SMILES) = N#Cc1ccccn1
- gap between HOMO and LUMO (eV) = 9.63



(3)
Here is the molecule C6H4N2O2S at a distorted geometry from OMol25. Energies are from ωB97M-V/def2-TZVPD.

Last column: Löwdin charge in e.
Atoms and positions in Å:
H -2.933 -0.425 -0.112  0.00
O 2.711 0.109 -1.071  0.10
C -0.151 1.775 0.408  -0.58
C -0.410 0.846 1.417  -0.30
N 1.030 -3.045 0.140  0.15
C 1.365 -1.954 -0.058  -0.27
C 1.773 -0.646 0.030  -0.02
H 1.540 2.516 -0.789  0.18
N 1.090 1.757 -0.320  0.22
O -0.816 2.754 0.213  0.10
C -2.027 -0.926 -0.037  -0.34
H -2.253 -2.115 -0.020  0.10
C 1.667 0.614 -0.464  -0.40
H -1.290 -0.753 -0.921  0.08
S -1.295 -0.507 1.585  0.97

Summary:
- spin multiplicity = 1
- calculated total energy (Eh) = -888.9796
- HOMO level (Eh) = -0.3187
- ΔE to the lowest compared entry with this formula, charge and spin (kcal per mole) = 119.1
- lowest unoccupied orbital energy (eV) = -1.29
- gap between HOMO and LUMO (eV) = 7.38



(4)
Here is a structure of composition C6H4N2O4S2 at a distorted geometry from OMol25. Energies are from ωB97M-V/def2-TZVPD.

Last column: Löwdin charge in e.
Atoms and positions in Å:
O -1.195 -2.436 1.428  -0.45
C 1.012 1.307 1.377  -0.10
H 2.160 0.371 -1.843  0.09
H -0.439 1.410 2.908  0.13
O -0.218 -3.464 -0.495  -0.45
C 1.281 0.668 -1.334  -0.45
N -1.782 -0.310 0.487  -0.09
S 0.985 2.545 -1.253  0.83
C -1.314 0.427 1.265  0.05
O -1.746 -1.174 -2.656  0.02
H 1.691 1.823 2.076  0.12
C -0.231 1.107 1.844  -0.08
N -0.784 -0.721 -2.099  -0.12
S -1.498 -3.090 0.159  0.93
C 1.665 1.310 0.039  -0.43
H 2.767 1.366 0.053  0.11
O -2.538 -1.049 -0.119  -0.12
C 0.182 -0.089 -1.837  -0.01

Summary:
- spin multiplicity = 1
- calculated total energy (Eh) = -1437.5859
- HOMO level (Eh) = -0.3441
- ΔE to the lowest compared entry with this formula, charge and spin (kcal per mole) = 11.4
- lowest unoccupied orbital energy (eV) = -1.13
- gap between HOMO and LUMO (eV) = 8.24



(5)
Here is the molecule C6H4N4O2 at a distorted geometry from OMol25. Energies are from ωB97M-V/def2-TZVPD.

Last column: Löwdin charge in e.
Atoms and positions in Å:
O 2.587 -1.295 0.195  0.09
C 0.858 0.320 0.084  -0.09
H 1.099 3.491 0.126  0.11
N -1.563 -0.098 0.084  0.18
H -0.615 -1.871 -1.315  0.13
C -2.755 -0.137 -0.039  -0.28
O -3.888 -0.338 0.051  0.19
N 0.508 -2.043 0.427  0.10
C -0.463 -2.361 -0.280  0.00
H -0.999 -3.162 -0.128  0.03
N -0.551 2.086 -0.022  0.14
C -0.481 0.762 0.054  -0.28
H 2.544 1.658 0.358  0.15
C 0.713 2.516 0.083  -0.13
N 1.601 1.500 0.103  0.13
C 1.407 -1.029 0.218  -0.46

Summary:
- spin multiplicity = 1
- calculated total energy (Eh) = -600.5163
- HOMO level (Eh) = -0.3383
- ΔE to the lowest compared entry with this formula, charge and spin (kcal per mole) = 39.7
- lowest unoccupied orbital energy (eV) = -0.04
- structure (SMILES) = C=NC(=O)c1[nH]cnc1N=C=O
- gap between HOMO and LUMO (eV) = 9.16



(6)
Here is a structure of composition C6H4N5O5Tm at a distorted geometry from OMol25. Energies are from ωB97M-V/def2-TZVPD.

Last column: Löwdin charge in e.
Atoms and positions in Å:
C -0.736 -1.576 -1.089  -0.04
O -1.289 2.035 -2.169  0.22
N 0.881 1.663 1.417  -0.21
C -0.887 1.322 -1.353  -0.08
O 1.893 1.895 -5.052  0.10
C 1.215 1.770 -4.196  -0.02
N 1.272 2.936 1.063  0.16
C 1.207 -1.336 1.038  -0.07
O -2.418 0.049 2.167  0.23
H 2.415 4.993 3.330  0.16
N 1.651 3.405 2.232  -0.17
C 1.038 1.457 2.736  -0.16
O -1.042 -2.446 -1.784  0.21
Tm 0.216 0.302 0.121  0.73
O 1.959 -2.058 1.549  0.25
N 1.534 2.527 3.333  0.22
H 1.399 -0.036 -1.257  -0.02
N 2.133 4.664 2.404  0.20
H 2.210 5.287 1.601  0.15
H 0.797 0.537 3.242  0.14
C -1.560 0.007 1.363  0.01

Summary:
- spin multiplicity = 3
- calculated total energy (Eh) = -1965.3396
- HOMO level (spin up / spin down) (Eh) = -0.6308 / -0.6294
- expectation value of S² = 2.0038
- ΔE to the lowest compared entry with this formula, charge and spin (kcal per mole) = 67.5
- lowest unoccupied orbital energy (spin up / spin down) (eV) = -10.38 / -10.34
- charge = +2
- gap between HOMO and LUMO (spin up / spin down) (eV) = 6.78 / 6.78



(7)
Here is the ion C6H4NO3 with charge -1 at a distorted geometry from OMol25. Energies are from ωB97M-V/def2-TZVPD.

Last column: Löwdin charge in e.
Atoms and positions in Å:
C -1.678 -1.180 0.000  -0.38
O -2.788 -1.696 0.000  -0.02
N 0.238 -0.487 -0.001  -0.04
C -0.247 -1.850 0.000  -0.03
C 0.527 1.690 0.000  0.00
O -1.781 2.411 0.000  -0.09
H 1.027 2.644 0.000  0.08
H 0.018 -2.420 0.896  0.10
O 2.514 0.195 0.000  0.05
C -1.053 0.081 0.000  -0.08
C 1.160 0.469 0.000  -0.35
C -0.918 1.515 0.000  -0.44
H 0.017 -2.420 -0.896  0.10
H 2.962 1.047 0.000  0.09

Summary:
- spin multiplicity = 1
- calculated total energy (Eh) = -511.5024
- HOMO level (Eh) = -0.1033
- ΔE to the lowest compared entry with this formula, charge and spin (kcal per mole) = 32.1
- lowest unoccupied orbital energy (eV) = 3.27
- charge = -1
- structure (SMILES) = O=C1C=C(O)N2CC([O-])=C12
- gap between HOMO and LUMO (eV) = 6.08



(8)
Here is the molecule C6H4O at a distorted geometry from OMol25. Energies are from ωB97M-V/def2-TZVPD.

Last column: Löwdin charge in e.
Atoms and positions in Å:
C -1.670 -0.574 -3.145  -0.23
C 1.709 0.213 -0.159  0.03
H -1.135 -0.146 1.281  0.11
C 0.443 0.054 0.026  -0.07
H 2.375 -0.633 -0.231  0.07
C -0.847 -0.126 0.231  -0.10
O -1.535 -0.714 -4.302  0.14
C -2.002 -0.278 -0.649  -0.10
C -2.146 -0.439 -1.971  0.00
H 2.166 1.187 -0.222  0.07
H -2.930 -0.266 -0.081  0.10

Summary:
- spin multiplicity = 1
- calculated total energy (Eh) = -306.1263
- HOMO level (Eh) = -0.3269
- ΔE to the lowest compared entry with this formula, charge and spin (kcal per mole) = 53.5
- lowest unoccupied orbital energy (eV) = -0.93
- structure (SMILES) = C=C=CC=C=C=O
- gap between HOMO and LUMO (eV) = 7.97